No. 1
DFT (ωB97M-V/def2-TZVPD) results for a single C6H11N molecule at a distorted geometry.

Summary:
**LUMO level**: 0.0338 Ha
**SMILES string**: CCC[C@@H](C)C#N
**Largest force on an atom**: 1.10 eV/A
**Energy above the lowest of the compared OMol25 structures with the same formula, charge and spin**: 0.0702 eV

Each line ends with the Mulliken charge.
Geometry (Å):
N 0.84135 2.05380 2.16301  -0.48
C 1.05701 -0.11492 0.68986  0.70
C 0.93903 1.09851 1.51725  0.15
C 2.49673 -0.27556 0.18777  -1.52
C -1.40110 0.18335 0.02007  -0.34
C -2.46057 -0.26493 -0.98241  -1.32
C 0.02725 -0.09954 -0.45298  -0.85
H -1.57263 -0.32672 0.97789  0.32
H 2.79384 0.58722 -0.41679  0.35
H 0.81292 -0.95928 1.34875  0.20
H 2.57398 -1.17496 -0.43164  0.38
H -1.50625 1.25545 0.22631  0.34
H 0.07544 -1.08213 -0.94173  0.37
H 0.33084 0.63971 -1.20631  0.30
H -2.32369 0.21731 -1.95713  0.32
H -2.41624 -1.34948 -1.13699  0.33
H -3.46651 -0.01957 -0.62656  0.36
H 3.19859 -0.36826 1.02163  0.39



No. 2
DFT (ωB97M-V/def2-TZVPD) results for C12H25Cl2LuN3 as an isolated structure at a distorted geometry.

Summary:
**LUMO level**: 0.1044 Ha
**Total charge**: -1
**Largest force on an atom**: 3.00 eV/A

Each line ends with the Mulliken charge.
Geometry (Å):
Lu -0.74339 -1.04102 -1.23561  0.58
Cl 1.06371 -2.73925 -1.11498  -0.66
Cl -2.13802 1.03806 -1.10679  -0.67
N -0.89173 -1.24262 3.00874  0.10
N -1.42445 -1.63001 0.82152  -0.26
N -2.43583 -2.94963 2.49642  0.14
C -3.30425 -3.58144 1.51364  -1.22
C -0.02070 -0.22132 2.46596  -0.91
C 1.60634 3.55679 -1.79788  -0.71
C -1.27930 -1.15393 4.39910  -1.16
C 1.55092 0.68877 -1.74440  -0.08
C 1.22651 2.84138 -3.09636  -0.92
C 0.75509 1.38745 -2.82174  -0.58
C -2.39106 -2.38771 -1.48266  -1.10
C -1.59989 -1.94297 2.07409  0.52
C -2.14942 -3.76126 3.66510  -1.16
C 2.39019 1.29535 -0.95687  -0.89
C 2.61918 2.77461 -0.93359  -0.63
H -3.99254 -2.85420 1.07118  0.41
H 2.00996 4.54621 -2.03130  0.34
H 1.52862 -0.42569 -1.75853  0.99
H 0.70225 3.68342 -1.18947  0.30
H -3.88168 -4.35331 2.03024  0.39
H 2.07731 2.84684 -3.79887  0.33
H 2.99696 0.72852 -0.23624  0.38
H -0.96423 -0.17896 4.78349  0.44
H -0.57666 0.52627 1.88316  0.24
H -2.66792 -3.37134 4.55038  0.25
H -0.30870 1.45135 -2.51249  0.14
H -2.73472 -4.03702 0.69354  0.36
H 0.78034 0.81954 -3.76233  0.32
H -2.58391 -3.44243 -1.33699  0.35
H -2.08655 -2.12953 0.08993  0.18
H 0.49679 0.26417 3.29372  0.42
H -3.28292 -1.87050 -1.87414  0.13
H 2.56885 3.15195 0.09927  0.30
H 0.40768 3.38569 -3.58332  0.36
H -1.07314 -3.83392 3.86725  0.36
H 3.63071 3.01181 -1.28942  0.31
H 0.71633 -0.67732 1.79697  0.24
H -2.36294 -1.24005 4.53164  0.38
H -0.78456 -1.92018 5.01006  0.25
H -2.54326 -4.76427 3.46787  0.43



No. 3
DFT (ωB97M-V/def2-TZVPD) results for a 2-piece molecular cluster, C5H7ClN2O4 overall at a distorted geometry.

Summary:
**LUMO level**: -0.0826 Ha
**Largest force on an atom**: 3.20 eV/A
**Energy above the lowest of the compared OMol25 structures with the same formula, charge and spin**: 4.5954 eV

Each line ends with the Mulliken charge.
Geometry (Å):
Cl 3.57397 -0.91782 0.59618  1.64
O 4.90968 -0.73502 1.09656  -0.65
O 3.45191 -0.27531 -0.70400  -0.66
O 3.29128 -2.32906 0.45867  -0.65
O 2.62073 -0.32190 1.51218  -0.65
N -1.45458 -0.98628 -0.31259  -0.76
N -0.46519 -0.90258 -1.15911  0.42
C -0.07545 1.45739 -1.02925  -0.36
C -1.19130 1.41350 -0.12089  -0.22
C -1.85953 0.15612 0.24207  0.61
C -3.03965 0.10618 1.26173  -1.01
C 0.28222 0.13179 -1.57998  -0.04
H -2.64323 0.46856 2.25056  0.31
H -1.56438 2.35026 0.35289  0.35
H -3.34218 -0.96448 1.37321  0.30
H -0.20235 -1.80002 -1.58775  0.33
H 0.46503 2.37831 -1.31709  0.40
H -3.88166 0.77273 0.96592  0.32
H 1.12467 -0.00237 -2.29930  0.33



Which of these has the highest LUMO level?
C12H25Cl2LuN3